Here is a molecular structure, C57H54AsCl2KN8O2SSi from the Open Molecules 2025 dataset. Energies are from wB97M-V/def2-TZVPD.

Output
Total charge = -2
Orbital gap = 0.1919 hartree

Cartesian coordinates (Å):
K: 0.443 -0.751 0.618
C: -0.662 -0.078 -3.749
N: -1.383 0.377 -2.589
C: -1.740 1.774 -2.679
C: -2.207 2.339 -1.378
N: -2.314 1.703 -0.256
C: -2.788 2.634 0.659
C: -3.066 2.491 2.014
C: -3.535 3.606 2.686
C: -3.722 4.833 2.040
C: -3.431 4.997 0.696
C: -2.967 3.876 0.022
N: -2.589 3.655 -1.286
C: -0.092 -1.440 -3.517
N: -0.067 -2.055 -2.375
C: 0.726 -3.178 -2.577
C: 1.198 -4.121 -1.670
C: 2.044 -5.102 -2.145
C: 2.412 -5.169 -3.493
C: 1.968 -4.233 -4.408
C: 1.140 -3.232 -3.920
N: 0.589 -2.108 -4.502
H: 0.181 0.590 -4.014
H: -1.340 -0.086 -4.613
H: -0.881 0.145 -1.740
H: -2.551 1.868 -3.415
H: -0.904 2.402 -3.043
H: -2.890 1.538 2.504
H: -3.749 3.541 3.745
H: -4.089 5.680 2.608
H: -3.550 5.957 0.209
H: -2.526 4.346 -2.009
H: 0.947 -4.045 -0.624
H: 2.455 -5.830 -1.456
H: 3.086 -5.951 -3.821
H: 2.270 -4.270 -5.448
H: 0.733 -1.790 -5.442
C: 2.265 -2.409 2.796
C: 2.518 -0.990 3.238
C: 3.286 -0.694 4.355
C: 3.478 0.658 4.664
C: 2.918 1.630 3.877
C: 2.129 1.264 2.736
N: 1.961 -0.057 2.473
N: 1.543 2.123 1.902
Si: 1.503 3.797 1.993
C: 0.479 4.415 0.521
C: 0.599 4.499 3.529
C: 3.191 4.699 1.896
H: 2.702 -3.131 3.487
H: 2.697 -2.546 1.802
H: 1.188 -2.580 2.726
H: 3.720 -1.475 4.967
H: 4.076 0.936 5.528
H: 3.056 2.681 4.098
H: -0.484 3.900 0.529
H: 0.976 4.198 -0.429
H: 0.297 5.493 0.574
H: -0.168 3.777 3.825
H: 0.103 5.453 3.332
H: 1.271 4.633 4.382
H: 3.698 4.420 0.967
H: 3.844 4.393 2.717
H: 3.113 5.791 1.922
S: -2.115 -1.480 2.650
C: -3.633 -2.189 2.239
C: -4.540 -2.596 3.242
C: -5.719 -3.245 2.931
C: -6.054 -3.511 1.606
C: -5.195 -3.083 0.604
C: -4.016 -2.409 0.897
As: -2.763 -1.854 -0.506
C: -2.617 -3.713 -1.151
C: -1.918 -4.561 -0.290
C: -1.684 -5.888 -0.608
C: -2.142 -6.405 -1.812
C: -2.868 -5.588 -2.665
C: -3.115 -4.262 -2.329
C: -4.104 -1.180 -1.773
C: -3.918 -1.247 -3.155
C: -4.789 -0.624 -4.035
C: -5.864 0.111 -3.549
C: -6.051 0.211 -2.179
C: -5.181 -0.430 -1.305
H: -4.276 -2.405 4.274
H: -6.386 -3.558 3.728
H: -6.967 -4.043 1.365
H: -5.450 -3.278 -0.434
H: -1.561 -4.157 0.656
H: -1.131 -6.522 0.075
H: -1.940 -7.435 -2.080
H: -3.253 -5.986 -3.597
H: -3.720 -3.667 -2.999
H: -3.064 -1.784 -3.546
H: -4.630 -0.705 -5.106
H: -6.546 0.602 -4.235
H: -6.880 0.790 -1.789
H: -5.331 -0.342 -0.235
Cl: 6.387 0.817 0.398
C: 7.537 0.445 -0.838
C: 8.877 0.406 -0.490
C: 9.829 -0.003 -1.408
C: 9.441 -0.381 -2.681
C: 8.102 -0.322 -3.025
Cl: 7.639 -0.777 -4.634
C: 7.100 0.097 -2.136
N: 5.766 0.075 -2.555
C: 4.921 1.173 -2.380
C: 5.424 2.477 -2.406
C: 4.584 3.570 -2.289
C: 3.221 3.383 -2.138
C: 2.712 2.092 -2.136
C: 3.528 0.976 -2.283
C: 2.895 -0.388 -2.393
C: 3.217 -1.400 -1.248
O: 4.371 -1.906 -1.268
O: 2.302 -1.642 -0.445
H: 9.158 0.668 0.521
H: 10.872 -0.052 -1.123
H: 10.165 -0.714 -3.411
H: 5.303 -0.842 -2.261
H: 6.494 2.624 -2.499
H: 5.004 4.569 -2.297
H: 2.556 4.231 -2.026
H: 1.646 1.943 -1.995
H: 3.209 -0.867 -3.328
H: 1.815 -0.263 -2.394

Cartesian forces, eV/Å:
-1.5 0.5 0.1
-0.1 0.0 0.0
0.2 0.2 0.0
0.0 -0.1 -0.1
-0.1 0.0 0.1
0.1 -0.3 -0.1
-0.1 0.2 -0.1
0.1 -0.1 0.0
0.0 0.0 0.1
0.0 0.1 0.0
0.0 0.1 0.0
-0.1 -0.3 0.2
-0.1 0.1 -0.1
-0.1 -0.1 0.0
0.1 0.2 0.0
0.1 -0.1 -0.4
0.0 0.0 0.0
0.0 -0.1 0.1
0.0 0.0 -0.1
0.0 0.0 -0.1
0.0 -0.1 0.3
-0.1 0.1 -0.1
0.0 0.0 0.0
0.0 0.0 0.0
-0.1 0.1 0.1
0.0 0.1 0.0
0.0 0.0 0.0
0.0 0.0 0.0
0.0 -0.1 0.0
0.0 0.0 0.0
0.0 0.0 0.0
0.0 0.0 0.0
0.0 0.0 0.0
0.0 0.0 0.0
0.0 0.0 0.0
0.0 0.0 0.0
0.0 0.0 0.0
0.1 0.1 0.0
0.1 0.0 0.2
0.1 0.0 0.1
-0.1 0.0 -0.1
0.0 0.0 0.0
-0.2 0.4 -0.3
0.4 -0.1 0.6
0.2 -0.1 0.2
-0.2 0.5 -0.1
0.1 0.0 0.1
0.1 -0.2 -0.1
-0.1 -0.2 0.0
0.0 0.0 0.0
0.0 -0.1 0.0
0.0 -0.1 0.1
0.0 0.0 -0.1
0.0 0.0 0.0
0.0 0.0 0.1
0.1 0.0 0.0
0.0 0.0 0.0
0.0 0.0 0.0
0.0 0.0 0.0
0.0 0.0 -0.1
0.0 0.0 0.0
0.0 0.0 0.0
0.0 0.0 0.0
-0.1 0.0 0.0
0.4 0.2 0.3
0.0 0.0 -0.2
-0.1 -0.1 -0.1
0.1 0.0 0.1
-0.1 0.0 -0.1
-0.1 0.0 -0.1
-0.1 0.0 0.2
-0.4 -0.3 0.1
0.0 -0.3 -0.2
0.1 0.2 0.1
0.0 0.0 0.0
0.0 0.0 0.0
0.0 -0.1 0.0
0.0 0.1 0.0
-0.1 0.2 -0.2
0.1 0.0 0.1
-0.1 0.1 -0.1
0.0 0.0 0.0
0.0 0.0 0.0
0.1 0.0 0.1
0.0 0.0 0.0
0.0 0.0 0.0
0.0 0.0 0.0
0.0 0.0 0.0
0.0 -0.1 0.0
0.0 0.0 0.0
0.0 0.0 0.0
0.0 0.0 0.0
0.0 0.0 0.0
0.1 0.0 -0.1
0.0 0.0 0.0
0.0 0.0 0.0
0.0 0.0 0.0
0.0 0.0 0.0
0.0 0.0 -0.2
-0.3 -0.2 -0.2
0.1 0.0 0.1
0.0 0.0 0.0
0.1 0.0 0.0
-0.2 0.2 0.2
0.1 -0.1 -0.1
0.4 0.2 0.1
-0.6 -1.0 0.4
-0.1 0.3 -0.2
0.1 -0.2 0.1
0.0 0.0 0.0
-0.1 0.1 0.0
0.1 0.0 0.0
0.1 -0.1 0.0
0.1 -0.2 0.3
0.6 -0.1 -0.3
-0.1 0.2 -0.2
0.8 -0.3 -0.4
0.0 0.0 0.0
0.0 0.0 0.0
0.0 0.0 0.0
0.2 0.6 0.0
0.0 0.0 0.0
0.0 0.0 0.0
0.0 0.0 0.0
0.0 0.0 0.0
0.0 0.0 0.0
0.0 0.0 -0.1



Here is 2 unconnected molecules or ions with the total composition C2H5NO2S from the Open Molecules 2025 dataset. Energies are from wB97M-V/def2-TZVPD.

Output
SMILES string = C=CS.O=NO
Total charge = 0
Orbital gap = 0.3284 hartree

Cartesian coordinates (Å):
C: -0.865 -1.385 0.609
C: -1.511 -0.250 0.311
N: 1.836 0.683 -0.152
O: 1.706 -0.119 0.734
O: 2.027 2.082 0.180
S: -1.148 0.645 -1.204
H: -0.191 -1.698 -0.095
H: -1.098 -2.141 1.291
H: -2.142 0.310 0.917
H: 2.594 2.359 -0.592
H: -1.209 -0.487 -1.999

Cartesian forces, eV/Å:
-1.9 1.7 -0.6
1.8 -0.8 -0.8
0.4 -2.4 0.6
0.3 3.9 -1.7
0.7 -1.1 0.3
-0.3 -1.2 -0.3
1.8 -0.8 -1.7
-0.5 -0.4 1.7
-1.3 0.4 1.2
-1.1 -0.3 0.8
0.2 1.0 0.5



Here is C5H7NO in the gas phase from the Open Molecules 2025 dataset. Energies are from wB97M-V/def2-TZVPD.

Output
SMILES string = Cc1occc1N
Total charge = 0
Orbital gap = 0.3246 hartree

Cartesian coordinates (Å):
C: -0.606 1.665 -0.897
C: -0.447 0.511 0.022
C: 0.611 -0.313 0.270
N: 1.973 -0.013 0.056
C: 0.050 -1.582 0.647
C: -1.296 -1.414 0.629
O: -1.616 -0.154 0.283
H: 0.366 2.085 -1.164
H: -1.056 1.253 -1.809
H: -1.269 2.451 -0.523
H: 2.578 -0.761 0.370
H: 2.263 0.850 0.501
H: 0.587 -2.505 0.824
H: -2.136 -2.073 0.790

Cartesian forces, eV/Å:
0.0 0.1 0.0
0.2 -0.1 -0.3
-0.3 0.1 -0.1
0.0 -0.1 0.1
0.0 0.0 0.0
0.1 -0.2 0.0
0.0 -0.1 -0.1
-0.1 0.0 0.1
0.0 0.3 0.0
0.2 -0.1 0.0
-0.1 0.1 0.0
-0.1 -0.1 -0.1
-0.1 0.2 0.1
0.2 0.0 0.2



Here is a gas-phase ion, C6H10N5 (charge +1) from the Open Molecules 2025 dataset. Energies are from wB97M-V/def2-TZVPD.

Output
SMILES string = Cn1cnn2c(CN)[nH+]cc12
Total charge = +1
Orbital gap = 0.3392 hartree

Cartesian coordinates (Å):
C: 0.182 -1.558 -0.058
C: 0.979 -0.407 0.048
C: -1.250 0.180 -0.240
C: 2.082 1.425 0.161
C: 3.418 -0.785 0.094
C: -2.577 0.913 -0.356
N: 0.837 1.766 0.073
N: 0.164 0.637 -0.025
N: -1.115 -1.126 -0.231
N: 2.260 0.088 0.094
N: -3.584 0.231 0.484
H: 0.339 -2.590 -0.060
H: 2.885 2.141 0.041
H: 4.300 -0.254 0.270
H: 3.147 -1.512 0.832
H: 3.385 -1.163 -0.931
H: -2.481 1.913 -0.006
H: -3.012 0.741 -1.447
H: -1.990 -1.645 -0.384
H: -3.453 0.623 1.384
H: -4.516 0.381 0.256

Cartesian forces, eV/Å:
0.1 0.7 -0.1
-0.6 -2.7 -0.6
3.2 2.0 0.8
0.3 0.6 -1.0
-2.0 -0.2 -1.3
-1.5 -1.9 -1.9
-0.1 2.8 0.0
-4.8 -1.1 -0.4
0.1 0.6 -0.1
-1.4 -0.3 0.7
2.8 -0.8 0.3
0.7 -1.1 0.0
0.0 -0.1 0.5
1.3 0.7 0.5
0.7 -0.8 0.3
0.7 -0.6 0.3
0.4 1.1 -0.6
1.4 1.1 2.0
0.8 -0.3 0.4
-0.1 -0.1 1.3
-1.7 0.5 -1.1



Here is C2H3ClO3S in the gas phase from the Open Molecules 2025 dataset. Energies are from wB97M-V/def2-TZVPD.

Output
Total charge = 0
Orbital gap = 0.3407 hartree

Cartesian coordinates (Å):
C: -0.761 -0.762 -0.614
C: -1.383 0.050 0.229
O: 1.614 1.184 0.083
O: 0.548 -0.809 -0.865
O: 1.178 -0.624 1.569
S: 1.707 -0.451 0.234
Cl: -3.024 0.029 0.395
H: -1.411 -1.242 -1.381
H: 2.324 1.741 -0.372
H: -0.793 0.886 0.721

Cartesian forces, eV/Å:
-2.9 0.4 -0.9
3.3 1.6 0.4
0.9 1.3 -0.6
1.7 -0.3 -0.3
0.3 -0.3 -0.7
0.0 0.8 0.6
-2.0 0.1 0.2
1.0 -0.4 0.8
-1.1 -1.8 0.7
-1.1 -1.4 -0.2



Here is a molecular structure, C39H38IN8O5PtS from the Open Molecules 2025 dataset. Energies are from wB97M-V/def2-TZVPD.

Output
Total charge = -1
Orbital gap (spin up / spin down) = 0.2138 / 0.2782 hartree
2S+1 = 3
⟨S²⟩ = 2.01

Cartesian coordinates (Å):
Pt: 0.097 0.976 -0.806
N: -3.558 -1.178 6.619
C: -3.233 -1.362 5.274
C: -4.056 -0.853 4.269
C: -3.716 -1.003 2.937
C: -2.532 -1.642 2.591
C: -1.713 -2.159 3.583
C: -2.065 -2.033 4.916
S: -2.072 -1.881 0.891
O: -3.208 -2.484 0.238
O: -0.835 -2.628 0.929
N: -1.702 -0.439 0.295
C: -2.585 0.545 0.117
N: -3.899 0.481 0.387
C: -4.618 1.551 0.096
C: -4.096 2.719 -0.444
C: -2.727 2.726 -0.648
N: -1.984 1.677 -0.361
H: -4.532 -0.996 6.801
H: -3.170 -1.864 7.248
H: -4.978 -0.350 4.538
H: -4.362 -0.634 2.150
H: -0.822 -2.697 3.294
H: -1.440 -2.477 5.682
H: -5.680 1.474 0.312
H: -4.711 3.573 -0.678
H: -2.197 3.589 -1.039
C: -3.349 -3.353 -3.261
C: -3.138 -1.863 -3.278
C: -4.224 -1.025 -3.500
C: -4.059 0.351 -3.513
C: -2.800 0.886 -3.324
C: -1.691 0.072 -3.074
N: 0.689 0.083 -3.721
C: 1.498 1.055 -4.386
C: 1.007 1.722 -5.507
C: 1.736 2.731 -6.108
C: 2.969 3.103 -5.582
C: 3.472 2.427 -4.487
C: 2.759 1.389 -3.891
C: 3.462 0.625 -2.801
O: 4.579 0.924 -2.443
O: 2.858 -0.467 -2.342
C: -1.867 -1.320 -3.040
C: -0.723 -2.246 -2.718
H: -4.320 -3.605 -3.688
H: -3.313 -3.725 -2.236
H: -2.578 -3.874 -3.832
H: -5.204 -1.458 -3.663
H: -4.905 1.005 -3.686
H: -2.656 1.960 -3.360
H: 2.009 -0.600 -2.863
H: 0.026 1.452 -5.882
H: 1.332 3.244 -6.971
H: 3.534 3.909 -6.030
H: 4.439 2.669 -4.070
H: 0.038 -1.734 -2.129
H: -0.244 -2.646 -3.618
H: -1.069 -3.090 -2.126
C: 6.277 1.480 0.446
C: 5.442 0.467 1.177
C: 4.973 -0.674 0.532
C: 4.134 -1.565 1.175
C: 3.752 -1.345 2.493
N: 2.873 -2.282 3.089
C: 2.064 -2.153 4.181
O: 1.797 -3.101 4.903
N: 1.536 -0.908 4.459
C: 1.096 0.121 3.608
C: 0.642 1.287 4.208
C: 0.180 2.321 3.418
C: 0.195 2.165 2.044
N: 0.614 1.039 1.466
C: 1.038 0.031 2.219
C: 4.239 -0.232 3.164
C: 5.067 0.662 2.500
H: 6.898 1.003 -0.310
H: 6.919 2.031 1.134
H: 5.631 2.189 -0.072
H: 5.221 -0.833 -0.508
H: 3.730 -2.416 0.638
H: 3.009 -3.247 2.827
H: 1.085 -0.916 5.361
H: 0.653 1.376 5.288
H: -0.180 3.240 3.856
H: -0.123 2.957 1.380
H: 1.311 -0.872 1.693
H: 3.969 -0.051 4.195
H: 5.418 1.541 3.028
I: 1.279 3.415 -1.131
C: -0.370 0.744 -2.874
H: 0.210 -0.481 -4.416
H: -0.454 1.774 -3.231

Cartesian forces, eV/Å:
0.0 -0.3 -0.2
0.0 0.1 0.1
0.0 0.0 -0.1
0.1 0.0 0.1
-0.1 -0.1 0.0
0.1 0.0 0.0
-0.1 0.0 0.0
0.0 0.0 0.1
-0.1 0.0 0.0
0.0 -0.1 -0.1
0.0 0.0 -0.1
-0.1 -0.3 0.2
0.2 0.0 0.0
-0.1 0.2 -0.3
0.0 0.0 0.0
0.0 0.0 0.0
0.1 0.2 0.0
0.0 -0.3 0.0
0.0 -0.1 0.0
0.0 0.0 0.0
0.0 0.0 0.0
0.0 -0.1 0.1
0.1 0.0 0.0
0.1 0.0 0.0
0.0 0.0 0.0
0.0 0.0 0.0
0.0 0.0 0.0
0.0 0.1 0.0
0.0 0.0 0.0
0.0 0.0 0.0
0.0 0.0 0.0
0.0 0.0 0.0
0.0 0.0 -0.1
0.1 -0.1 -0.1
0.1 0.1 -0.1
0.0 0.0 0.0
0.0 0.0 0.0
0.0 0.0 0.0
0.1 -0.1 0.0
0.0 0.0 0.0
0.3 -0.1 -0.2
-0.2 0.0 0.2
0.1 -0.1 -0.1
0.0 0.0 0.0
0.0 0.0 0.2
0.0 0.0 0.0
0.0 0.0 0.1
0.0 0.0 0.0
0.0 0.0 0.0
0.0 0.0 0.0
0.0 0.0 0.0
-0.2 0.3 0.3
0.0 0.0 0.0
0.0 0.0 0.0
0.0 0.0 0.0
0.0 0.0 0.0
0.0 0.0 0.0
0.0 0.0 0.0
0.0 -0.1 0.1
0.0 0.0 0.0
0.0 0.0 0.0
0.0 0.0 0.0
-0.1 0.1 0.0
-0.1 0.1 -0.1
0.1 -0.2 -0.1
-0.1 -0.1 0.0
0.0 0.0 0.0
0.0 0.1 0.2
0.0 0.0 0.0
0.0 0.1 0.0
0.0 -0.1 0.0
0.0 0.1 0.1
-0.3 0.3 -0.3
0.0 -0.2 -0.1
0.0 0.0 0.0
0.0 0.0 0.0
0.0 0.0 0.0
0.0 0.0 0.0
0.0 0.0 0.0
0.0 0.0 -0.1
0.0 0.0 0.0
0.0 0.1 0.1
0.0 -0.1 0.0
0.0 0.0 0.0
0.0 0.0 0.0
0.0 0.0 0.0
0.0 -0.1 0.0
0.0 0.0 0.0
0.0 0.0 0.0
0.2 0.5 -0.1
0.2 -0.1 0.5
0.0 0.0 -0.1
-0.1 0.0 0.0



| no. | maximum force (eV/A) |
| --- | --- |
| 1 | 1.6 |
| 2 | 4.2 |
| 3 | 0.4 |
| 4 | 4.9 |
| 5 | 3.7 |
| 6 | 0.5 |